Here is 9 unconnected molecules or ions with the total composition C27H68ClN2O12 in a non-equilibrium geometry from the OMol25 dataset. Energies are from ωB97M-V with the def2-TZVPD basis set.

Results
Total charge ... -1
Gap between HOMO and LUMO ... 8.6043 eV
Multiplicity ... 1

Geometry (Å):
Cl: 15.66178 13.73272 -24.76506
O: 15.98740 15.13625 -24.55676
O: 15.26968 17.10614 -26.85045
O: 19.22949 9.60846 -25.14902
O: 19.00749 16.17613 -25.46869
O: 9.38988 10.06082 -26.43500
O: 14.76306 17.09884 -22.49990
O: 16.17586 13.22677 -26.01112
O: 14.22742 13.58667 -24.80275
O: 13.68951 13.99454 -21.71140
O: 17.95715 9.63927 -27.90349
O: 16.60984 14.65350 -20.91501
O: 16.24301 12.99533 -23.66616
N: 10.66580 9.73220 -26.95048
N: 17.80479 14.96166 -20.16406
C: 13.05703 9.83344 -28.51422
C: 16.58542 10.13295 -27.87329
C: 11.77681 10.76244 -25.02953
C: 18.70832 12.57060 -19.90528
C: 18.22096 13.89016 -19.26053
C: 19.87945 16.17674 -20.08737
C: 17.05453 13.58457 -18.30963
C: 13.32196 12.64325 -21.51000
C: 18.76226 15.69495 -21.00128
C: 18.06725 16.97047 -21.48494
C: 11.70511 10.68363 -26.53821
C: 13.05368 10.15884 -27.03075
C: 15.35590 16.08952 -27.85834
C: 9.86559 10.02107 -29.32441
C: 11.44578 12.07662 -27.14628
C: 11.79862 12.48714 -21.47529
C: 20.48005 15.06374 -19.22222
C: 14.95097 18.45518 -22.89534
C: 19.34738 14.44731 -18.39090
C: 14.38589 19.29932 -21.76608
C: 10.56375 9.14346 -28.26188
C: 9.70220 7.88105 -28.12695
C: 19.32511 14.92716 -22.19442
C: 18.47764 17.49160 -25.43288
C: 11.96360 8.80222 -28.80004
C: 18.98453 11.03528 -23.14185
C: 18.35247 10.45293 -24.39191
H: 19.37338 10.28268 -22.45760
H: 10.47980 12.46595 -26.82796
H: 17.35028 16.84031 -22.29213
H: 20.69910 16.67035 -20.62656
H: 19.49122 16.94281 -19.40577
H: 11.47290 13.07790 -20.61012
H: 16.48645 11.00455 -27.21402
H: 16.22596 13.15941 -18.87364
H: 15.52299 16.50410 -28.84836
H: 11.50053 11.45074 -21.30521
H: 14.57088 18.70888 -23.89595
H: 17.94960 12.05030 -20.48922
H: 13.27671 9.23466 -26.48284
H: 8.93863 10.48632 -28.97564
H: 9.32626 9.54809 -25.62122
H: 13.82813 10.87533 -26.74599
H: 11.38718 11.98118 -28.23109
H: 9.57473 9.38238 -30.16668
H: 18.26380 11.67727 -22.64686
H: 16.02996 18.70091 -23.00071
H: 19.63075 12.73677 -20.44992
H: 16.17205 15.39733 -27.63176
H: 17.96974 11.27396 -25.00821
H: 19.05604 18.09510 -26.12827
H: 18.59614 17.92893 -24.43114
H: 10.79342 10.87133 -24.56966
H: 14.99277 16.52554 -23.24814
H: 18.85419 17.65221 -21.83783
H: 8.66121 8.18530 -28.03048
H: 12.28244 7.80471 -28.48478
H: 20.95352 14.30818 -19.85214
H: 18.49486 14.56180 -22.81617
H: 14.00412 9.33854 -28.73549
H: 14.47947 20.36373 -22.01632
H: 11.31329 12.92974 -22.34108
H: 17.41398 17.52600 -25.67960
H: 13.72391 12.30802 -20.54834
H: 16.80103 14.50208 -17.78540
H: 13.34455 19.04515 -21.56692
H: 10.50102 10.80033 -29.74939
H: 17.49856 9.81076 -24.16098
H: 20.12230 9.96996 -25.14880
H: 12.19518 9.83529 -24.62058
H: 16.34968 10.41348 -28.90109
H: 12.27146 12.75604 -26.92836
H: 13.82695 14.07943 -22.66616
H: 15.90030 9.35285 -27.50720
H: 19.82934 13.63514 -17.83576
H: 17.59382 17.50018 -20.65969
H: 15.25740 16.64550 -25.99979
H: 17.37798 12.82987 -17.58887
H: 11.84828 8.76029 -29.88810
H: 18.88602 11.90188 -19.05592
H: 19.95400 14.08474 -21.91521
H: 18.30327 9.61076 -26.99799
H: 12.39765 11.59427 -24.70982
H: 21.21278 15.49817 -18.54105
H: 19.92114 15.58964 -22.82657
H: 14.39558 15.56043 -27.82910
H: 19.80399 11.66244 -23.51593
H: 14.93004 19.12294 -20.83858
H: 13.76229 11.98186 -22.26720
H: 9.85176 7.26917 -29.01840
H: 9.96592 7.30229 -27.24204
H: 16.88141 14.01541 -21.61836
H: 18.95472 15.22134 -17.73484
H: 18.64684 15.71711 -24.70106
H: 12.98062 10.72265 -29.13741

Forces on atoms 1 to 3 (eV/Å):
Cl 0.1 -0.4 -0.2
O 0.1 0.2 -0.4
O 0.2 0.2 -0.4

Here are the Mulliken charges for atoms 1 to 8, given in e: number 1, Cl, carries 1.497; number 2, O, carries -0.268; number 3, O, carries -0.597; number 4, O, carries -0.610; number 5, O, carries -0.568; number 6, O, carries -0.519; number 7, O, carries -0.293; number 8, O, carries -0.785

***

Here is C2H6NO3P in the gas phase in a non-equilibrium geometry from the OMol25 dataset. Energies are from ωB97M-V with the def2-TZVPD basis set.

Results
Total charge ... 0
Gap between HOMO and LUMO (spin up / spin down) ... 8.0125 / 9.2352 eV
Multiplicity ... 1

Geometry (Å):
P: -1.10825 0.36255 0.03051
O: 1.22176 -0.72156 -0.52865
O: -1.56292 1.30134 1.04723
O: -0.81472 0.88071 -1.62270
N: 0.64461 0.26012 -0.11844
C: -1.69569 -1.34972 0.05765
C: 1.34232 1.49544 0.08414
H: 1.90385 1.79482 -0.80451
H: -1.71313 -1.73149 -0.96187
H: 0.61501 2.25898 0.36111
H: -2.69857 -1.33258 0.48046
H: -1.03873 -1.95229 0.67921
H: 2.05960 1.34030 0.90107

Forces on atoms 1 to 3 (eV/Å):
P -0.1 1.3 -6.4
O 0.2 -0.1 0.3
O 0.0 -0.1 0.4

Here are the Mulliken charges for atoms 1 to 8, given in e: number 1, P, carries 0.880; number 2, O, carries -0.467; number 3, O, carries -0.647; number 4, O, carries -0.585; number 5, N, carries 0.568; number 6, C, carries -0.894; number 7, C, carries -0.733; number 8, H, carries 0.289

***

Here is a molecular structure, C44H29BrCl2F5GeN2O3RuSe from the OMol25 dataset. Energies are from ωB97M-V with the def2-TZVPD basis set.

Results
Total charge ... -1
Gap between HOMO and LUMO (spin up / spin down) ... 5.4358 / 7.0793 eV
Expectation value of S² ... 6.0239
Multiplicity ... 5

Geometry (Å):
Ru: 1.90190 0.61096 -0.29491
Br: 3.53981 0.52711 2.44748
Se: 2.62905 2.96708 -0.51471
Ge: -1.13240 0.16780 1.44745
Cl: 0.97855 0.78625 -3.23314
Cl: -3.16375 -2.60442 -2.15309
F: 3.09391 5.90281 -0.01408
F: -0.51193 3.17275 -1.43063
F: 1.50605 8.02753 -0.13939
F: -1.10558 7.76951 -0.87756
F: -2.07326 5.29717 -1.51443
O: 2.46479 -1.63540 -1.54784
O: 1.68923 -1.42153 0.50733
O: 8.20488 -0.10978 0.27400
N: -0.13650 -1.80792 -2.45502
N: 4.13904 0.35414 -0.21260
C: -1.01879 1.71341 5.41112
C: 1.91502 -2.11173 -0.52145
C: -0.79945 5.43757 -1.12489
C: -5.38690 0.13957 1.27625
C: 1.36621 4.41199 -0.67089
C: 6.86858 0.03996 0.07822
C: 4.70732 0.33081 0.98407
C: -0.79120 -3.77309 -3.71378
C: -2.49475 -1.10981 -2.75299
C: 0.62363 -5.38244 -2.00944
C: -4.62430 1.80941 -0.26852
C: -4.06924 -0.16126 1.59434
C: -0.08533 -5.95904 -3.04906
C: -0.26886 -2.14321 3.07138
C: -1.58577 -4.03640 1.53603
C: 6.06506 0.17523 1.19888
C: 0.63282 -4.00896 -1.77114
C: -3.30905 1.50071 0.05208
C: -0.11638 2.76566 5.31863
C: -0.70297 1.20887 3.06046
C: -1.70189 -2.68491 1.23904
C: -5.66696 1.12915 0.34374
C: -0.12061 -3.19887 -2.63426
C: -3.00880 0.51410 0.99078
C: -1.30490 0.94534 4.29111
C: 0.19829 2.27015 2.98516
C: 1.01212 6.81719 -0.44025
C: 0.49227 3.04223 4.10298
C: -0.00417 0.66356 0.01625
C: -1.04615 -1.71622 1.99653
C: -1.10913 -0.90327 -2.80423
C: -0.31266 6.69148 -0.81040
C: 4.92806 0.21161 -1.28165
C: -1.61309 1.39730 -3.49764
C: -2.97578 1.13426 -3.47479
C: -0.71999 0.39888 -3.18095
C: -0.80789 -4.44336 2.61118
C: -0.79334 -5.13915 -3.91681
C: 1.44301 -3.55065 -0.57042
C: 1.81972 5.69459 -0.38314
C: -3.40537 -0.12139 -3.09467
C: 6.29447 0.05527 -1.18974
C: 0.03348 4.33085 -1.05698
C: -0.15007 -3.49225 3.37993
H: 0.68510 2.48951 2.03742
H: -4.45927 -0.34802 -3.01227
H: -2.00901 0.12415 4.38112
H: 0.26866 -1.41576 3.66892
H: 6.89056 -0.05722 -2.08536
H: -3.86699 -0.94692 2.31514
H: 0.89368 -3.76829 0.34781
H: 1.19604 -6.01550 -1.34000
H: 8.64912 -0.16827 -0.57820
H: 0.78483 -1.41264 -2.29244
H: -1.49840 1.49146 6.35718
H: -6.19633 -0.40037 1.75302
H: -1.33711 -5.55949 -4.75289
H: 0.46294 -3.80355 4.21752
H: 0.11005 3.36597 6.19133
H: -0.71039 -5.49643 2.84714
H: -0.07279 -7.03252 -3.18704
H: 1.19959 3.85882 4.02134
H: -2.09432 -4.76911 0.92004
H: -3.68950 1.90936 -3.71466
H: -2.49953 2.02441 -0.44153
H: -4.83279 2.58015 -1.00104
H: -6.69422 1.36590 0.09321
H: 4.42129 0.20983 -2.23734
H: -2.30870 -2.38411 0.39448
H: 6.48213 0.16453 2.19303
H: -1.23142 2.37539 -3.75188
H: -1.32518 -3.11848 -4.39137
H: 2.35188 -4.16004 -0.56166

Forces on atoms 1 to 3 (eV/Å):
Ru -0.3 -0.2 0.5
Br 0.0 0.0 0.1
Se -0.2 0.1 -0.1

Here are the Mulliken charges for atoms 1 to 8, given in e: number 1, Ru, carries 0.070; number 2, Br, carries -0.049; number 3, Se, carries -0.300; number 4, Ge, carries 2.100; number 5, Cl, carries -0.179; number 6, Cl, carries -0.170; number 7, F, carries -0.336; number 8, F, carries 0.239

***

Here is a molecular structure, C35H31N5S5Ti from the OMol25 dataset. Energies are from ωB97M-V with the def2-TZVPD basis set.

Results
Total charge ... 0
Gap between HOMO and LUMO (spin up / spin down) ... 6.4190 / 7.1047 eV
Expectation value of S² ... 2.0056
Multiplicity ... 3

Geometry (Å):
Ti: -0.11924 0.06310 -0.17288
S: 1.32982 0.12623 -2.26846
S: 1.99336 -0.19148 1.52653
S: -1.67285 -1.29259 -1.88039
S: -1.22036 -0.89318 1.88276
S: -0.99810 3.16301 1.55831
N: 0.62653 -2.15602 -0.28160
N: -4.98717 2.16865 -1.74025
N: -1.46581 1.63422 -1.09321
N: 0.11540 2.13116 1.14654
N: -3.12762 3.18946 -2.68529
C: 0.18839 -0.13547 -3.61323
C: -2.09932 6.27335 -0.74045
C: 0.29302 5.25488 0.26037
C: -1.91088 -0.76976 -4.54930
C: -0.04434 -0.01270 5.62488
C: 2.14939 -1.47485 -2.05409
C: -1.79868 3.31388 -2.71848
C: 1.40006 -2.54076 -1.29915
C: -3.62079 2.30317 -1.83435
C: -0.91987 4.66399 0.58378
C: -0.79370 -0.30607 4.49777
C: -2.77574 1.52915 -1.01676
C: 0.04848 -3.06744 0.49094
C: 0.16740 -4.42776 0.22480
C: 0.60037 0.32324 -4.86188
C: 0.64743 3.70118 5.20836
C: -2.11449 5.15607 0.08512
C: -0.18616 -0.40803 3.25312
C: -1.08820 -0.69269 -3.41722
C: -1.50023 -0.31905 -5.78818
C: 1.32972 0.15280 5.48581
C: 1.19349 -0.18967 3.07714
C: 0.30245 6.36415 -0.56581
C: -0.97248 5.45012 4.89984
C: 0.93544 -4.83269 -0.84953
C: -0.23665 0.23590 -5.96046
C: -0.96463 2.55793 -1.92780
C: -0.01307 4.81933 5.68534
C: 1.93073 0.06806 4.24424
C: 0.36231 3.20311 3.94202
C: -0.72697 -2.64588 1.71626
C: -1.26278 4.96635 3.63732
C: 1.58086 -3.87540 -1.61692
C: -0.58258 3.84865 3.16481
C: -0.89306 6.87327 -1.06370
H: -0.52004 0.07128 6.59246
H: -1.62584 -3.25737 1.79963
H: -3.02631 6.65813 -1.14396
H: 1.21952 4.84042 0.63989
H: -2.17705 -0.39528 -6.63044
H: 2.99834 0.21970 4.14736
H: -5.31715 1.26100 -1.45376
H: -1.49403 6.32145 5.27334
H: -0.11072 -2.85473 2.59306
H: 1.38424 3.19610 5.81841
H: -0.87746 7.73794 -1.71417
H: 0.21218 5.20223 6.67203
H: -5.48990 2.56004 -2.52160
H: -3.18806 0.78921 -0.34194
H: -3.04676 4.65308 0.31436
H: 3.05104 -1.23274 -1.48286
H: 0.85447 2.31118 3.57647
H: 1.24070 6.83471 -0.82836
H: 2.46357 -1.84266 -3.03025
H: 1.94149 0.35903 6.35621
H: -2.00293 5.46181 3.02112
H: -1.86130 -0.46886 4.57883
H: 1.03404 -5.88388 -1.08657
H: -0.34299 -5.14572 0.85240
H: 1.58746 0.75869 -4.95644
H: 0.11016 2.67771 -1.95727
H: 0.08790 0.59676 -6.92692
H: -2.89916 -1.19612 -4.43384
H: 1.06590 2.44335 1.33054
H: -1.38673 4.03969 -3.40813
H: 2.20348 -4.15232 -2.45649

Forces on atoms 1 to 3 (eV/Å):
Ti 0.6 -0.2 0.6
S 0.0 0.0 0.0
S 0.0 0.1 -0.1

Here are the Mulliken charges for atoms 1 to 8, given in e: number 1, Ti, carries -0.089; number 2, S, carries -0.081; number 3, S, carries -0.507; number 4, S, carries -0.416; number 5, S, carries -0.187; number 6, S, carries 0.376; number 7, N, carries 0.797; number 8, N, carries -0.532